{"formula": "C4H9NO2P", "method": "wB97M-V/def2-TZVPD", "orbital_gap_ev": [7.60, 5.70], "e_above_lowest_kcal_mol": 94.6, "lumo_energy_ev": [3.46, 3.18], "charge": -1, "homo_ev": [-4.144, -2.521], "elements": ["C", "C", "C", "C", "N", "O", "O", "P", "H", "H", "H", "H", "H", "H", "H", "H", "H"], "positions_angstrom": [[-0.09189, 0.81120, -0.10511], [-1.15011, 1.15937, -0.76951], [2.06605, -0.50495, 0.37673], [1.37796, 0.66184, -0.41582], [-3.92715, -1.15899, 0.92002], [-5.22536, -0.15423, -1.22789], [-5.13910, 1.28327, 0.74864], [-4.43978, 0.20776, -0.00127], [-0.30510, 0.65079, 0.91836], [-1.28718, 1.29667, -1.92845], [1.81944, -0.51575, 1.43782], [1.91717, -1.42718, -0.06130], [3.22462, -0.40469, 0.57798], [1.43002, 0.50559, -1.52513], [1.96221, 1.56284, -0.39210], [-3.56123, -0.74445, 1.75596], [-3.29019, -1.66491, 0.26473]], "forces_ev_per_a": [[1.055, 0.190, 0.808], [-2.418, -0.097, -3.377], [2.563, 2.862, 1.295], [0.381, -1.228, -1.734], [-0.463, 0.613, -2.044], [1.750, -0.921, -0.138], [1.330, 0.059, 1.388], [-2.489, 0.532, -1.188], [0.015, -0.281, 1.491], [0.659, -0.082, 2.138], [-0.979, -0.084, -0.059], [-0.518, -1.999, -0.781], [-1.816, 0.121, -1.250], [0.094, -0.546, 0.685], [0.102, 0.767, 0.921], [0.966, -0.395, 0.383], [-0.231, 0.488, 1.463]]}

=====

{"formula": "C23H48N3OSTi", "method": "wB97M-V/def2-TZVPD", "orbital_gap_ev": [8.75, 9.23], "e_above_lowest_kcal_mol": 5.1, "multiplicity": 2, "lumo_energy_ev": [-5.56, -5.23], "charge": 2, "homo_ev": [-14.315, -14.460], "elements": ["Ti", "N", "C", "C", "N", "C", "C", "N", "H", "H", "H", "H", "H", "H", "H", "H", "H", "H", "H", "H", "H", "C", "C", "C", "C", "C", "C", "C", "C", "C", "C", "C", "C", "C", "C", "C", "C", "C", "H", "H", "H", "H", "H", "H", "H", "H", "H", "H", "H", "H", "H", "H", "H", "H", "H", "H", "H", "H", "H", "H", "H", "H", "H", "H", "H", "H", "H", "C", "S", "C", "O", "H", "H", "H", "H", "H", "H"], "positions_angstrom": [[0.11039, 0.56883, 0.25573], [2.28890, 0.64413, 0.84732], [2.50617, 1.00775, 2.27672], [1.20812, 1.44816, 2.92561], [0.08798, 0.58717, 2.45740], [-1.21379, 1.03899, 3.01934], [-1.79500, 2.12313, 2.13746], [-1.81695, 1.63740, 0.73297], [2.72305, 1.32634, 0.23422], [2.75455, -0.23651, 0.65413], [2.90123, 0.13448, 2.79249], [3.25937, 1.78936, 2.37232], [1.29111, 1.40371, 4.01368], [0.95283, 2.47769, 2.66783], [0.26744, -0.36545, 2.77161], [-1.87540, 0.17486, 3.04349], [-1.09640, 1.38996, 4.04627], [-2.79110, 2.40218, 2.48289], [-1.18222, 3.02599, 2.16750], [-2.62011, 1.03076, 0.59699], [-1.94933, 2.41792, 0.09715], [-1.34301, -0.59241, -1.13936], [-0.99886, -1.47957, -0.07128], [0.41606, -1.70598, -0.18652], [0.86057, -0.92508, -1.30044], [-0.22770, -0.29694, -1.93407], [-0.22111, 0.44742, -3.26625], [0.05973, 1.94390, -3.12097], [0.86123, -0.16557, -4.16064], [-1.59030, 0.27961, -3.93301], [1.35598, -2.75048, 0.45968], [1.49254, -2.63123, 1.97943], [2.76831, -2.65813, -0.14005], [0.87354, -4.16395, 0.08838], [-2.13257, -2.20986, 0.68690], [-3.37240, -1.32310, 0.88595], [-2.57844, -3.37466, -0.21825], [-1.77722, -2.74281, 2.07569], [-2.34881, -0.28188, -1.36985], [1.87020, -0.92259, -1.67828], [1.03531, 2.13384, -2.66681], [-0.70295, 2.43689, -2.51125], [0.04833, 2.40888, -4.10802], [1.86365, 0.01242, -3.76566], [0.81905, 0.29104, -5.15031], [0.72845, -1.24135, -4.28095], [-2.38306, 0.77206, -3.36540], [-1.85879, -0.77064, -4.05408], [-1.57390, 0.73801, -4.92245], [2.07173, -1.75023, 2.26437], [2.03698, -3.48945, 2.37585], [0.53335, -2.60005, 2.49402], [3.26933, -1.69426, -0.01074], [2.77337, -2.87802, -1.20804], [3.40277, -3.39706, 0.34939], [-0.02951, -4.46545, 0.60724], [1.65002, -4.88418, 0.35039], [0.69216, -4.24356, -0.98428], [-3.76415, -0.89911, -0.03868], [-3.20632, -0.52326, 1.61162], [-4.17390, -1.93193, 1.30411], [-2.93524, -3.00177, -1.17983], [-3.39883, -3.91599, 0.25619], [-1.77597, -4.08097, -0.40998], [-1.44046, -1.95029, 2.75031], [-1.01845, -3.51751, 2.06776], [-2.66937, -3.17851, 2.52665], [-0.01735, 4.99178, -1.03459], [0.89486, 4.10883, 0.20235], [2.53524, 4.42461, -0.38460], [0.64349, 2.62700, -0.08308], [0.25559, 4.61429, -2.01909], [0.22955, 6.04868, -0.93138], [-1.07815, 4.84870, -0.83872], [2.70806, 5.49981, -0.33264], [2.62005, 4.06132, -1.40880], [3.23649, 3.92185, 0.27898]], "forces_ev_per_a": [[0.126, 0.670, -0.047], [0.038, 0.049, 0.101], [0.099, -0.046, -0.145], [-0.241, -0.036, -0.024], [-0.009, 0.101, 0.370], [0.141, -0.157, -0.042], [-0.059, 0.097, -0.182], [-0.054, -0.006, 0.092], [-0.025, -0.005, 0.012], [-0.057, 0.082, 0.034], [-0.012, -0.005, 0.034], [-0.004, -0.002, 0.036], [0.036, 0.004, 0.005], [0.078, -0.017, -0.052], [-0.003, 0.010, 0.031], [-0.032, 0.030, 0.002], [-0.005, 0.031, 0.005], [0.005, -0.006, 0.032], [0.027, -0.030, 0.045], [0.030, -0.015, 0.025], [-0.005, -0.007, 0.005], [-0.179, -0.169, -0.067], [-0.152, -0.138, 0.039], [0.058, -0.256, 0.097], [0.119, -0.201, -0.227], [0.015, 0.143, -0.092], [-0.018, -0.134, 0.056], [0.002, 0.101, 0.068], [0.034, 0.020, -0.092], [-0.032, 0.018, -0.073], [-0.034, 0.122, -0.104], [-0.022, 0.045, 0.174], [0.101, -0.017, -0.032], [0.006, -0.031, -0.015], [0.082, 0.051, -0.062], [-0.041, 0.070, 0.030], [-0.044, -0.015, 0.027], [-0.069, -0.059, 0.028], [-0.015, 0.052, 0.020], [0.013, 0.053, 0.031], [0.006, -0.055, -0.018], [-0.018, -0.052, -0.007], [0.006, 0.015, -0.003], [-0.010, 0.003, 0.015], [0.004, -0.013, 0.004], [-0.043, 0.007, 0.018], [0.013, 0.001, 0.010], [0.042, -0.006, 0.014], [0.002, -0.014, 0.002], [0.023, 0.059, -0.023], [0.013, -0.022, -0.041], [0.264, 0.048, -0.059], [-0.010, -0.094, -0.002], [-0.022, -0.035, 0.018], [-0.002, 0.002, -0.013], [-0.062, 0.038, 0.062], [-0.013, -0.006, -0.002], [0.007, 0.012, -0.010], [0.019, -0.001, -0.026], [0.021, -0.020, -0.009], [0.003, -0.027, -0.031], [0.007, 0.011, 0.010], [0.012, -0.002, 0.001], [0.028, 0.003, -0.018], [-0.029, 0.026, -0.017], [-0.099, -0.060, -0.086], [-0.018, -0.004, -0.017], [-0.009, 0.047, -0.140], [-0.211, -0.249, 0.290], [0.136, 0.019, -0.119], [0.005, -0.146, 0.132], [-0.037, 0.056, -0.010], [-0.030, 0.012, -0.029], [-0.010, 0.020, -0.014], [0.034, -0.001, -0.022], [0.068, 0.030, 0.009], [0.015, 0.000, -0.015]]}

=====

{"formula": "C3H12N2O2", "method": "wB97M-V/def2-TZVPD", "orbital_gap_ev": 9.83, "smiles": "[H]/N=C/NCC.O.O", "e_above_lowest_kcal_mol": 17.3, "lumo_energy_ev": 0.90, "homo_ev": -8.928, "elements": ["C", "C", "N", "C", "N", "H", "H", "H", "H", "H", "H", "H", "H", "H", "H", "O", "H", "H", "O"], "positions_angstrom": [[-0.98079, 0.64308, 2.39009], [0.48038, 0.64749, 1.92008], [0.66324, 0.43707, 0.49628], [0.28760, 1.33201, -0.43921], [0.44223, 1.12502, -1.69531], [-1.51520, 1.56731, 2.18512], [-1.04934, 0.42526, 3.45870], [-1.44605, -0.17616, 1.84561], [0.99391, 1.55208, 2.24938], [1.02847, -0.13985, 2.41924], [0.91576, -0.50527, 0.22588], [-0.07129, 2.24400, 0.05295], [0.53589, 1.96986, -2.24539], [-0.85640, -0.24758, -1.72343], [-1.89221, -1.07522, -2.40452], [-1.45758, -1.00620, -1.54590], [0.46092, -2.96463, -0.33079], [0.47961, -2.04347, -1.48340], [1.09031, -2.43516, -0.83606]], "forces_ev_per_a": [[0.414, -0.556, -0.149], [-0.229, 0.420, 0.361], [-0.575, -0.274, 0.214], [0.965, 0.178, 0.598], [0.343, -0.226, 0.033], [0.043, 0.062, -0.119], [0.027, 0.125, -0.066], [-0.406, 0.014, 0.081], [-0.040, 0.245, -0.207], [0.012, -0.364, 0.056], [0.143, 0.036, -0.443], [0.177, 0.308, -0.386], [-0.823, 0.083, 0.072], [0.050, -0.103, 0.246], [-0.208, -0.268, 0.162], [0.201, 0.236, -0.584], [0.225, -0.120, 0.129], [0.210, 0.146, 0.003], [-0.528, 0.059, -0.002]]}

=====

{"formula": "C13H28F4N4O9S2", "method": "wB97M-V/def2-TZVPD", "orbital_gap_ev": 8.35, "lumo_energy_ev": -0.41, "homo_ev": -8.760, "elements": ["O", "S", "O", "F", "O", "S", "O", "O", "C", "F", "F", "F", "C", "C", "O", "N", "C", "H", "H", "H", "H", "H", "H", "H", "C", "C", "O", "N", "C", "H", "H", "H", "H", "H", "H", "H", "C", "C", "O", "N", "C", "H", "H", "H", "H", "H", "H", "H", "C", "C", "O", "N", "C", "H", "H", "H", "H", "H", "H", "H"], "positions_angstrom": [[-2.67964, 1.18461, 1.98754], [-2.87633, 2.29882, 1.13182], [-1.89936, 2.19883, -0.17922], [-2.02759, 0.94153, -0.79715], [-4.28924, 1.87792, 0.22280], [-5.50431, 2.88239, 0.25164], [-5.38331, 3.84287, -0.77904], [-5.74767, 3.26982, 1.59819], [-6.83878, 1.66297, -0.25532], [-6.39645, 0.41217, -0.22288], [-7.85080, 1.79750, 0.59150], [-7.24750, 1.96122, -1.47856], [1.00173, -0.44095, 0.38254], [0.88506, -1.06858, -0.98890], [-0.12723, -0.96254, -1.66699], [1.95773, -1.75944, -1.44680], [3.22406, -1.97495, -0.78428], [0.06852, 0.06814, 0.60319], [1.17652, -1.20160, 1.14443], [1.82681, 0.27208, 0.42281], [1.83016, -2.17989, -2.35607], [4.04412, -1.56293, -1.37688], [3.41259, -3.04099, -0.64596], [3.23031, -1.48344, 0.18324], [6.71017, 0.53823, 1.79816], [5.69260, 0.71820, 0.69454], [4.50369, 0.84540, 0.93008], [6.15101, 0.73160, -0.58602], [7.51392, 0.59229, -1.05298], [6.17883, 0.55070, 2.74439], [7.23716, -0.41109, 1.69579], [7.44558, 1.34341, 1.79012], [5.42306, 0.85837, -1.27186], [7.82953, 1.47699, -1.60859], [7.61693, -0.27708, -1.70474], [8.18522, 0.46458, -0.21000], [-4.53390, 2.47339, 6.96270], [-4.45272, 3.07130, 5.57526], [-3.38740, 3.39278, 5.07615], [-5.61705, 3.23843, 4.89616], [-6.96202, 2.91549, 5.31748], [-3.52444, 2.41023, 7.35633], [-5.13830, 3.09503, 7.62433], [-4.97020, 1.47428, 6.93485], [-5.49126, 3.62857, 3.97375], [-7.41635, 2.18627, 4.64398], [-7.59289, 3.80622, 5.32798], [-6.95103, 2.49485, 6.31806], [0.55465, -4.05181, -4.87439], [2.04658, -4.15193, -4.65538], [2.53441, -4.10192, -3.53660], [2.83665, -4.29951, -5.75008], [2.43559, -4.37786, -7.13902], [0.08057, -3.93400, -3.90483], [0.30573, -3.19122, -5.49614], [0.16817, -4.95029, -5.35683], [3.81904, -4.36088, -5.53359], [2.74190, -5.32730, -7.58127], [2.88061, -3.56859, -7.72020], [1.35649, -4.29870, -7.21928]], "forces_ev_per_a": [[-0.060, -0.209, 0.036], [0.131, 0.105, -0.002], [-0.142, 0.134, -0.024], [0.101, -0.051, 0.052], [0.052, 0.074, -0.018], [-0.028, -0.263, 0.009], [0.011, 0.192, -0.243], [-0.096, 0.061, 0.300], [0.044, -0.124, -0.023], [-0.110, 0.229, 0.014], [0.012, -0.016, -0.025], [0.054, -0.065, 0.072], [-0.056, 0.037, -0.024], [0.091, 0.010, 0.028], [-0.029, -0.055, -0.044], [-0.023, 0.071, -0.074], [-0.021, -0.049, -0.042], [-0.011, -0.014, -0.021], [0.025, 0.006, 0.009], [0.026, -0.028, 0.027], [0.036, -0.152, 0.063], [0.024, 0.012, 0.030], [-0.018, -0.004, 0.008], [0.052, 0.020, 0.001], [-0.042, 0.004, 0.014], [0.056, -0.012, -0.030], [-0.091, -0.023, 0.026], [0.007, -0.007, -0.020], [-0.072, 0.012, -0.028], [-0.014, 0.002, -0.005], [0.022, 0.009, -0.004], [0.020, -0.014, -0.006], [-0.008, 0.006, 0.004], [0.020, 0.009, 0.020], [0.016, -0.015, 0.019], [0.018, -0.002, -0.003], [0.047, 0.019, -0.014], [-0.070, -0.032, 0.018], [0.052, 0.000, -0.042], [0.039, 0.069, -0.066], [0.038, 0.011, -0.071], [0.007, 0.004, -0.010], [-0.019, -0.017, 0.003], [-0.020, 0.006, 0.010], [-0.048, -0.043, -0.024], [0.002, -0.025, 0.021], [0.001, 0.002, 0.036], [-0.016, -0.007, 0.009], [0.022, 0.012, 0.047], [-0.118, -0.006, -0.062], [0.079, 0.118, 0.053], [0.013, -0.009, 0.001], [0.061, -0.007, 0.039], [0.005, 0.013, 0.006], [-0.011, -0.010, -0.015], [-0.005, 0.009, -0.020], [0.002, -0.003, 0.007], [-0.027, -0.010, -0.002], [-0.025, 0.014, -0.003], [-0.007, 0.000, -0.015]]}